A:
DFT (ωB97M-V with the def2-TZVPD basis set) results for the ion C4H7N2 with charge +1.

Each line ends with the natural charge from an NBO analysis.
Element x y z (Å)
C 1.367 0.545 1.546  -0.660
C 0.406 0.172 0.440  0.081
C 0.197 0.744 -0.850  0.244
N -0.732 -0.163 -1.610  -0.453
C -1.352 -1.089 -0.755  -0.130
N -0.455 -0.810 0.729  -0.135
H 1.785 -0.426 1.873  0.269
H 2.216 1.198 1.191  0.250
H 0.845 1.000 2.399  0.272
H 0.813 1.372 -1.515  0.274
H -1.374 0.334 -2.128  0.427
H -2.241 -0.750 -0.203  0.273
H -1.476 -2.127 -1.115  0.286

Computed properties:
- E_LUMO: -0.26897 Eh
- Net charge: +1
- Kohn-Sham gap: 0.312 Eh

=====

B:
DFT (ωB97M-V with the def2-TZVPD basis set) results for the ion C4H7N2 with charge +1.

Each line ends with the natural charge from an NBO analysis.
Element x y z (Å)
C -1.264 0.798 0.554  -0.384
C 0.065 -1.360 0.126  -0.150
C -0.992 -0.370 -0.460  -0.250
C -0.090 0.819 -0.434  -0.112
N 2.298 -0.012 0.048  -0.144
N 1.099 0.047 0.001  0.073
H -2.102 1.542 0.466  0.298
H -0.885 0.571 1.620  0.246
H -0.099 -1.421 1.176  0.229
H 0.618 -2.208 -0.425  0.279
H -1.641 -0.704 -1.220  0.274
H 0.104 1.474 -1.272  0.262
H 2.888 0.823 -0.180  0.380

Computed properties:
- E_LUMO: -0.19430 Eh
- Net charge: +1
- Kohn-Sham gap: 0.381 Eh

=====

Best to worst by energy: A, B.

=====

A:
DFT (ωB97M-V with the def2-TZVPD basis set) results for a structure of composition C4H7N2.

Each line ends with the natural charge from an NBO analysis.
Element x y z (Å)
C 2.671 0.715 -0.142  0.269
C -1.944 0.797 0.327  -0.297
C -0.933 0.669 -0.518  -0.247
C -0.045 -0.615 -0.380  0.264
N 1.572 0.478 -0.284  -0.372
N -0.074 -1.493 0.487  -0.684
H 3.749 0.976 0.010  0.290
H -2.701 1.581 0.335  0.237
H -1.985 0.269 1.237  0.187
H -0.752 1.301 -1.359  0.244
H 0.387 -0.831 -1.339  0.236
H 0.408 -2.382 0.158  0.433
H -0.352 -1.466 1.468  0.441

Computed properties:
- E_LUMO: -0.13076 Eh
- Net charge: +1
- Kohn-Sham gap: 0.405 Eh

=====

B:
DFT (ωB97M-V with the def2-TZVPD basis set) results for a cluster of 3 separate species, C4H7N2 in total.

Each line ends with the natural charge from an NBO analysis.
Element x y z (Å)
C 2.024 -4.945 0.328  0.245
C 0.874 -1.358 0.260  0.274
C -0.970 1.772 -0.460  -0.737
C -0.037 1.667 0.554  0.101
N 1.561 -3.920 0.454  -0.413
N 0.587 -0.241 0.429  -0.413
H 2.524 -5.970 0.163  0.292
H 1.234 -2.458 0.140  0.293
H -0.538 1.781 -1.559  0.303
H -1.986 1.279 -0.214  0.278
H -1.000 2.860 -0.506  0.316
H 0.916 2.057 0.408  0.225
H -0.318 1.340 1.502  0.236

Computed properties:
- E_LUMO: -0.15458 Eh
- Net charge: +1
- Kohn-Sham gap: 0.463 Eh

=====

C:
DFT (ωB97M-V with the def2-TZVPD basis set) results for a structure of composition C4H7N2.

Each line ends with the natural charge from an NBO analysis.
Element x y z (Å)
C -1.182 0.215 0.044  0.037
C -0.094 -0.753 -0.276  -0.283
C -2.505 0.176 0.201  -0.214
C 2.136 0.398 0.068  -0.444
N 0.778 0.332 0.062  0.025
N -0.152 1.181 0.286  0.043
H -0.156 -1.621 0.336  0.264
H 0.063 -1.098 -1.381  0.268
H -3.006 -0.748 -0.208  0.242
H -3.257 0.906 0.339  0.257
H 2.607 -0.072 -0.817  0.277
H 2.348 1.359 0.371  0.262
H 2.419 -0.275 0.976  0.267

Computed properties:
- E_LUMO: -0.22948 Eh
- Net charge: +1
- Kohn-Sham gap: 0.339 Eh

=====

D:
DFT (ωB97M-V with the def2-TZVPD basis set) results for the ion C4H7N2 with charge +1.

Each line ends with the natural charge from an NBO analysis.
Element x y z (Å)
C -0.833 1.970 0.835  0.334
C -0.756 0.509 0.364  -0.046
C -0.140 -1.508 -1.525  -0.391
C 0.075 -0.176 -0.761  -0.166
N -0.042 1.169 1.474  -0.405
N 0.772 -1.433 -0.382  -0.542
H -1.149 2.978 0.704  0.283
H -1.606 -0.107 0.655  0.238
H 0.320 -1.563 -2.500  0.197
H 0.759 0.538 -1.222  0.206
H 0.371 1.036 2.384  0.469
H 0.440 -1.914 0.454  0.409
H 1.789 -1.499 -0.479  0.414

Computed properties:
- E_LUMO: -0.22495 Eh
- Net charge: +1
- Kohn-Sham gap: 0.182 Eh

=====

Best to worst by energy: A, C, B, D.

=====

A:
DFT (ωB97M-V with the def2-TZVPD basis set) results for the molecule C4H12N2O.

Each line ends with the natural charge from an NBO analysis.
Element x y z (Å)
C 0.021 0.211 -0.068  0.074
C -0.569 1.543 0.436  -0.056
C -0.745 -0.970 0.565  -0.227
C 1.511 0.157 0.278  -0.626
N -0.111 0.233 -1.523  -0.859
N -0.317 -2.226 -0.034  -0.845
O 0.006 2.633 -0.229  -0.726
H 0.115 2.353 -1.150  0.484
H -1.096 0.225 -1.775  0.357
H 0.297 -0.614 -1.906  0.379
H -0.906 -2.986 0.287  0.363
H 0.634 -2.439 0.246  0.354
H -1.661 1.536 0.282  0.149
H -0.374 1.674 1.503  0.179
H -1.812 -0.852 0.350  0.186
H -0.619 -0.936 1.660  0.168
H 1.984 1.084 -0.034  0.236
H 1.997 -0.668 -0.237  0.201
H 1.646 0.040 1.351  0.208

Computed properties:
- E_LUMO: 0.03117 Eh
- Kohn-Sham gap: 0.383 Eh

=====

B:
DFT (ωB97M-V with the def2-TZVPD basis set) results for a cluster of 2 separate species, C4H12N2O in total.

Each line ends with the natural charge from an NBO analysis.
Element x y z (Å)
C -0.023 -0.610 2.015  -0.220
C -0.278 0.692 1.223  -0.461
C 0.740 0.912 0.070  -0.236
C 0.344 1.882 -0.782  -0.002
N 0.828 2.105 -2.095  -0.875
N -0.618 -1.856 1.455  -0.807
H 1.101 -0.712 1.914  0.174
H -0.292 -0.500 3.062  0.188
H -0.315 1.636 1.773  0.220
H -1.311 0.745 0.802  0.198
H 1.788 0.618 0.185  0.209
H -0.557 2.433 -0.486  0.163
H 1.094 1.315 -2.667  0.373
H 1.581 2.791 -2.295  0.373
H 0.051 -2.177 0.759  0.360
H -1.383 -1.455 0.911  0.340
H -1.539 -2.148 -1.917  0.468
H -0.285 -2.848 -2.324  0.467
O -0.925 -2.823 -1.604  -0.933

Computed properties:
- E_LUMO: 0.02248 Eh
- Kohn-Sham gap: 0.343 Eh

=====

C:
DFT (ωB97M-V with the def2-TZVPD basis set) results for the molecule C4H12N2O.

Each line ends with the natural charge from an NBO analysis.
Element x y z (Å)
C -0.795 -0.134 -1.627  -0.064
O 0.046 -0.793 -2.572  -0.748
C 0.103 0.152 -0.417  -0.098
C -0.554 0.851 0.751  -0.428
C 0.097 0.308 2.084  -0.198
N -0.394 -1.046 2.462  -0.853
N 1.394 0.630 -0.947  -0.867
H -1.572 -0.891 -1.357  0.187
H -1.185 0.790 -1.972  0.148
H 0.253 -0.901 0.041  0.210
H -0.588 1.954 0.565  0.205
H -1.632 0.625 0.927  0.213
H 1.079 0.352 2.101  0.177
H -0.234 0.996 2.904  0.161
H -1.366 -1.050 2.817  0.363
H 0.250 -1.406 3.144  0.363
H 0.936 -0.346 -2.539  0.491
H 1.364 1.687 -1.030  0.360
H 2.224 0.381 -0.376  0.379

Computed properties:
- E_LUMO: 0.03205 Eh
- Kohn-Sham gap: 0.372 Eh

=====

D:
DFT (ωB97M-V with the def2-TZVPD basis set) results for a cluster of 2 separate species, C4H12N2O in total.

Each line ends with the natural charge from an NBO analysis.
Element x y z (Å)
N -1.989 -2.668 -1.354  -0.814
C -1.020 -2.158 -0.522  0.274
N 0.193 -2.490 -0.656  -0.715
H -2.807 -2.103 -1.503  0.382
H -1.614 -3.098 -2.185  0.388
H -1.443 -1.533 0.267  0.147
H 0.762 -2.045 0.060  0.338
C -0.175 0.968 1.530  -0.621
C 0.385 1.216 0.150  0.088
C 1.884 1.437 0.158  -0.630
O -0.289 2.368 -0.369  -0.725
H -1.258 0.874 1.491  0.216
H 0.092 1.775 2.209  0.214
H 0.222 0.034 1.935  0.204
H 0.141 0.352 -0.481  0.158
H 2.410 0.548 0.517  0.213
H 2.122 2.279 0.811  0.212
H 2.252 1.654 -0.847  0.205
H 0.131 2.590 -1.210  0.464

Computed properties:
- E_LUMO: 0.03142 Eh
- Kohn-Sham gap: 0.381 Eh

=====

Best to worst by energy: A, D, C, B.

=====

A:
DFT (ωB97M-V with the def2-TZVPD basis set) results for a cluster of 2 separate species, C4H12N2O in total.

Each line ends with the natural charge from an NBO analysis.
Element x y z (Å)
C -2.404 0.563 -0.350  -0.610
C -0.978 0.841 0.113  -0.402
C -0.359 -0.409 0.776  -0.255
N 2.344 0.179 0.138  -0.840
C 1.838 0.108 1.435  0.260
N 0.632 -0.048 1.796  -0.464
H -2.426 -0.314 -0.999  0.219
H -2.992 0.223 0.510  0.196
H -2.883 1.425 -0.785  0.209
H -0.354 1.262 -0.685  0.182
H -0.972 1.681 0.818  0.208
H 0.131 -1.014 0.015  0.169
H -1.180 -0.914 1.276  0.200
H 3.222 -0.311 0.051  0.380
H 1.701 -0.011 -0.613  0.376
H 2.549 0.298 2.236  0.169
H 0.065 -0.373 -2.884  0.465
H -0.347 -1.811 -2.994  0.470
O -0.692 -0.951 -2.708  -0.930

Computed properties:
- E_LUMO: 0.01618 Eh
- Kohn-Sham gap: 0.353 Eh

=====

B:
DFT (ωB97M-V with the def2-TZVPD basis set) results for a cluster of 3 separate species, C4H12N2O in total.

Each line ends with the natural charge from an NBO analysis.
Element x y z (Å)
C 1.174 -0.858 -1.444  -0.243
N 2.137 -0.282 -0.793  -0.095
N 1.173 0.494 1.713  -1.098
O 2.387 1.012 -1.222  -0.558
H 3.034 1.356 -0.585  0.479
H 1.649 1.382 1.585  0.349
H 1.806 -0.234 1.398  0.367
H -0.263 -0.393 -0.608  0.210
H 1.124 -1.928 -1.296  0.212
H 0.893 -0.512 -2.436  0.199
C -1.953 -1.037 0.813  -0.654
C -1.230 0.014 0.034  -0.214
C -1.771 1.162 -0.347  -0.385
H 0.218 0.438 1.134  0.380
H -2.048 -1.955 0.231  0.217
H -1.383 -1.281 1.713  0.226
H -2.944 -0.702 1.117  0.214
H -1.272 1.827 -1.037  0.201
H -2.730 1.495 0.030  0.192

Computed properties:
- E_LUMO: 0.02750 Eh
- Kohn-Sham gap: 0.358 Eh

=====

C:
DFT (ωB97M-V with the def2-TZVPD basis set) results for the molecule C4H12N2O.

Each line ends with the natural charge from an NBO analysis.
Element x y z (Å)
N 1.264 1.621 0.508  -0.870
C 0.660 0.389 0.036  -0.046
C -0.282 0.698 -1.161  -0.428
C -1.311 -0.335 -1.578  -0.076
O -0.693 -1.671 -1.507  -0.738
C -0.127 -0.310 1.125  -0.253
N 0.516 -0.384 2.467  -0.815
H 0.869 1.940 1.372  0.357
H 2.232 1.828 0.367  0.382
H 1.453 -0.265 -0.308  0.194
H 0.421 0.893 -1.977  0.199
H -0.743 1.652 -0.905  0.214
H -1.564 -0.189 -2.623  0.174
H -2.164 -0.338 -0.914  0.175
H -0.622 -1.894 -2.445  0.466
H -0.162 -1.358 0.823  0.219
H -1.185 -0.058 1.197  0.160
H -0.141 -0.900 3.042  0.351
H 0.544 0.555 2.854  0.334

Computed properties:
- E_LUMO: 0.03377 Eh
- Kohn-Sham gap: 0.354 Eh

=====

Best to worst by energy: A, C, B.